1.
ClNaO4S as an isolated structure at a distorted geometry, computed with ωB97M-V with the def2-TZVPD basis set.

Structure (ORCA input):
```
! RIJCOSX wB97M-V def2-TZVPD def2/J DEFGRID3
* xyz -2 1
Na -2.582 -2.306 3.987
S 0.771 0.685 -1.192
O 0.809 -0.351 -0.136
O -0.356 1.622 -0.918
O 2.038 1.468 -1.212
O 0.592 0.012 -2.519
Cl -1.274 -1.130 1.991
*
```

**HOMO-LUMO gap**: 1.77 eV
**ΔE to the lowest compared entry with this formula, charge and spin**: 0.0 kJ/mol

Population analysis type Löwdin, resulting atomic charges in e:
1. Na 0.212
2. S 0.154
3. O -0.479
4. O -0.464
5. O -0.492
6. O -0.499
7. Cl -0.431

2.
A 2-piece molecular cluster, ClPS2 overall at a distorted geometry, computed with ωB97M-V with the def2-TZVPD basis set.

Structure (ORCA input):
```
! RIJCOSX wB97M-V def2-TZVPD def2/J DEFGRID3
* xyz 0 1
P -1.805 0.869 -0.391
S -2.147 -0.944 0.073
S 1.610 0.872 0.638
Cl 2.341 -0.797 -0.320
*
```

**HOMO-LUMO gap (spin up / spin down)**: 6.09 / 3.69 eV
**ΔE to the lowest compared entry with this formula, charge and spin**: 343.0 kJ/mol

Population analysis type Löwdin, resulting atomic charges in e:
1. P 0.297
2. S 0.064
3. S -0.200
4. Cl -0.161

3.
ClPt as an isolated structure at a distorted geometry, computed with ωB97M-V with the def2-TZVPD basis set.

Structure (ORCA input):
```
! RIJCOSX wB97M-V def2-TZVPD def2/J DEFGRID3
* xyz 1 3
Pt -1.677 12.557 -10.919
Cl 0.038 11.430 -12.463
*
```

**HOMO-LUMO gap (spin up / spin down)**: 8.94 / 6.68 eV
**ΔE to the lowest compared entry with this formula, charge and spin**: 89.7 kJ/mol

Population analysis type Löwdin, resulting atomic charges in e:
1. Pt 0.923
2. Cl 0.077

4.
CrCuI6N2O6 as an isolated structure at a distorted geometry, computed with ωB97M-V with the def2-TZVPD basis set.

Structure (ORCA input):
```
! RIJCOSX wB97M-V def2-TZVPD def2/J DEFGRID3
* xyz -5 5
Cr -1.747 -1.396 -1.841
Cu 0.620 0.194 1.875
I 2.579 2.599 2.860
I -2.665 3.718 2.996
I -1.165 -2.129 0.797
I 1.134 -0.904 6.345
I 4.169 -0.556 -0.588
I 3.001 -4.135 2.087
N -2.675 1.278 -0.580
O -2.751 0.385 -1.464
O -3.732 1.529 0.060
O -1.531 1.642 -0.191
N 1.155 -0.506 -3.010
O 0.139 -0.456 -2.341
O 2.099 0.245 -3.272
O 1.371 -1.507 -3.733
*
```

**HOMO-LUMO gap (spin up / spin down)**: 2.30 / 2.18 eV

Atomic partial charges in e from the Löwdin method, atoms 1 to 8:
1. Cr 0.651
2. Cu 0.144
3. I -0.574
4. I -0.892
5. I 0.166
6. I -0.959
7. I -0.758
8. I -0.945

5.
CrH48O24 as an isolated structure at a distorted geometry, computed with ωB97M-V with the def2-TZVPD basis set.

Structure (ORCA input):
```
! RIJCOSX wB97M-V def2-TZVPD def2/J DEFGRID3
* xyz 3 4
Cr 12.538 -26.358 2.154
O 12.445 -30.205 0.385
H 12.014 -30.386 -0.451
H 13.138 -30.863 0.444
O 14.178 -22.284 2.480
H 14.675 -22.227 3.295
H 14.618 -21.675 1.887
O 9.720 -22.796 0.323
H 9.747 -21.847 0.447
H 8.793 -23.023 0.407
O 15.547 -27.208 -0.849
H 15.462 -26.979 -1.775
H 16.489 -27.308 -0.713
O 11.141 -21.972 3.356
H 11.477 -21.508 2.589
H 10.203 -21.777 3.362
O 11.954 -24.240 1.996
H 12.018 -23.403 2.456
H 11.386 -24.059 1.247
O 8.708 -24.207 2.999
H 8.891 -23.539 3.659
H 8.028 -23.820 2.447
O 14.172 -27.601 1.744
H 14.668 -27.825 0.957
H 14.651 -28.022 2.458
O 10.540 -26.217 3.133
H 9.958 -25.476 2.962
H 10.143 -26.667 3.878
O 8.700 -28.466 -1.173
H 8.665 -28.032 -0.320
H 8.006 -28.048 -1.683
O 12.815 -27.331 4.054
H 13.146 -28.212 4.235
H 12.779 -26.908 4.912
O 10.600 -26.169 0.186
H 10.796 -26.392 -0.724
H 9.650 -26.268 0.258
O 12.840 -27.018 6.665
H 12.332 -27.051 7.475
H 13.716 -26.749 6.942
O 11.536 -28.219 1.844
H 10.878 -28.521 2.470
H 11.708 -28.981 1.290
O 14.195 -25.192 2.827
H 14.200 -24.248 2.985
H 15.093 -25.397 2.567
O 16.626 -25.202 1.709
H 17.145 -24.502 2.106
H 16.941 -25.251 0.806
O 12.227 -23.386 -0.802
H 12.596 -22.587 -1.179
H 11.311 -23.168 -0.628
O 12.348 -24.582 5.001
H 11.996 -24.772 5.871
H 12.334 -23.627 4.940
O 15.841 -27.990 3.863
H 16.403 -27.255 4.107
H 16.281 -28.759 4.226
O 13.404 -30.227 4.128
H 14.029 -30.619 4.738
H 13.837 -30.278 3.276
O 9.590 -29.027 3.281
H 8.853 -28.849 3.866
H 9.517 -29.960 3.080
O 13.273 -25.758 0.208
H 14.122 -26.032 -0.138
H 13.002 -25.039 -0.363
O 8.085 -27.139 1.003
H 7.332 -27.000 0.429
H 7.749 -27.691 1.710
O 10.213 -27.496 5.523
H 10.111 -28.345 5.093
H 10.960 -27.612 6.110
*
```

**HOMO-LUMO gap (spin up / spin down)**: 7.70 / 9.08 eV
**ΔE to the lowest compared entry with this formula, charge and spin**: 52.3 kJ/mol

Atomic partial charges in e from the Löwdin method, atoms 1 to 8:
1. Cr 1.236
2. O -0.007
3. H 0.082
4. H 0.075
5. O -0.010
6. H 0.067
7. H 0.073
8. O -0.017

6.
CsF10KN5O20S10 as an isolated structure at a distorted geometry, computed with ωB97M-V with the def2-TZVPD basis set.

Structure (ORCA input):
```
! RIJCOSX wB97M-V def2-TZVPD def2/J DEFGRID3
* xyz -3 1
K -13.641 0.664 14.479
Cs -16.175 -1.835 7.944
N -7.412 0.291 3.653
S -8.218 0.537 5.130
O -9.575 0.020 5.171
O -7.883 1.702 5.997
F -7.307 -0.601 5.875
S -7.595 1.716 3.196
O -6.753 2.756 3.739
O -8.990 2.083 2.881
F -6.942 1.526 1.722
N -13.235 -3.490 12.299
S -11.540 -3.824 12.472
O -11.027 -4.857 11.583
O -10.958 -3.561 13.790
F -11.027 -2.520 11.646
S -13.563 -4.769 13.065
O -13.541 -4.582 14.516
O -13.453 -6.122 12.500
F -15.157 -4.544 12.719
N -19.412 -11.068 16.397
S -19.090 -11.996 17.794
O -20.052 -11.951 18.895
O -17.722 -12.483 17.947
F -19.707 -13.263 16.925
S -19.699 -9.802 17.176
O -18.727 -9.304 18.122
O -21.095 -9.492 17.423
F -19.372 -8.854 15.966
N -9.993 2.966 17.008
S -8.559 3.243 16.094
O -7.439 2.289 16.204
O -8.137 4.599 15.758
F -9.185 2.733 14.688
S -9.334 3.002 18.326
O -8.614 4.198 18.696
O -8.952 1.706 18.836
F -10.751 3.308 19.076
N -21.719 -0.408 17.573
S -21.282 0.793 18.409
O -21.113 2.041 17.653
O -20.553 0.635 19.661
F -22.793 1.024 19.054
S -20.147 -1.139 17.517
O -20.186 -2.308 18.388
O -18.910 -0.373 17.330
F -20.364 -1.846 16.124
*
```

**HOMO-LUMO gap**: 5.02 eV

Atomic partial charges in e from the Löwdin method, atoms 1 to 8:
1. K 0.965
2. Cs 0.979
3. N -0.273
4. S 0.610
5. O -0.312
6. O -0.312
7. F -0.238
8. S 0.408